Record 1
Below is a cluster of 2 separate species, C3H11NO2S in total, with properties calculated with ωB97M-V with the def2-TZVPD basis set.

Values from the calculation:
Electronic energy (eV): -19708.706
LUMO (Eh): 0.02390
F_max (eV Å⁻¹): 2.25
Kohn-Sham gap (eV): 8.530
Multiplicity: 1

Geometry (Å):
C 1.4683 0.4732 -1.0353
C 1.1080 1.9215 -1.3358
S -0.6166 2.2350 -1.8168
N 0.4981 -0.1307 -0.1629
C 0.2785 -1.5390 0.0649
O -0.6126 -1.8678 1.0553
H 1.5723 -0.1300 -1.9442
H 2.4416 0.3817 -0.5324
H 1.7697 2.2593 -2.1339
H 1.3245 2.5566 -0.4803
H -1.0858 2.3701 -0.5720
H -0.1205 0.4672 0.3538
H -0.0816 -1.9669 -0.8835
H 1.2449 -2.0632 0.2007
H -0.4073 -1.6499 1.9699
H -1.9976 -2.4762 4.2519
H -0.7485 -3.3400 3.9825
O -1.1445 -2.4821 3.8155

Löwdin atomic charge list, values in e, 4 entries: -0.3108, -0.5561, 0.6992, -0.0977

Record 2
Below is a structure of composition C2H2AgFLiO2, with properties calculated with ωB97M-V with the def2-TZVPD basis set.

Values from the calculation:
Electronic energy (eV): -13115.107
LUMO (Eh): -0.25460
F_max (eV Å⁻¹): 1.21
Kohn-Sham gap (eV): 5.627
Net charge: +1
Multiplicity: 1

Geometry (Å):
H 1.5058 0.1575 1.2741
O 1.1699 -1.3579 -0.1329
C 1.1683 -0.1252 0.2316
C -0.2062 0.5497 0.1947
O -1.1830 -0.0881 -0.1985
Li -0.3929 -2.0482 -0.7288
Ag -3.6930 0.5238 -0.4000
F 1.9187 0.7608 -0.6600
H -0.2877 1.6277 0.4199

Löwdin atomic charge list, values in e, 4 entries: 0.1609, -0.2073, -0.5553, -0.1153

Record 3
Below is an isolated molecule of C3H5NO2, with properties calculated with ωB97M-V with the def2-TZVPD basis set.

Values from the calculation:
Electronic energy (eV): -8774.616
LUMO (Eh): -0.01908
F_max (eV Å⁻¹): 0.64
Kohn-Sham gap (eV): 8.370
Multiplicity: 1

Geometry (Å):
N 1.5578 -0.3704 0.0561
C 0.2262 -0.3716 -0.4648
C -0.8619 -0.8640 0.2648
O -1.7463 0.9955 0.2684
C -0.5877 1.1995 -0.1661
O 0.1405 2.1255 -0.3646
H 1.5521 -0.3565 1.0725
H 2.0158 0.4888 -0.2419
H 0.1885 -0.5220 -1.5443
H -1.7428 -1.2615 -0.2234
H -0.8004 -1.0033 1.3415

Löwdin atomic charge list, values in e, 4 entries: 0.0469, -0.3228, 0.1479, 0.0249

Record 4
Below is a structure of composition C24H20F6N6O10S4Y, with properties calculated with ωB97M-V with the def2-TZVPD basis set.

Values from the calculation:
Electronic energy (eV): -115326.985
LUMO (Eh): 0.08026
F_max (eV Å⁻¹): 0.76
Kohn-Sham gap (eV): 7.301
Net charge: -1
Multiplicity: 1

Geometry (Å):
Y 0.3033 -0.0337 0.3140
O -4.0050 0.2292 1.3990
C -2.7825 0.3679 1.3778
O -2.0378 0.2282 0.3528
C -2.0201 0.6835 2.6468
C -2.5998 0.9322 3.8764
C -1.7585 1.1673 4.9569
C -0.3825 1.1433 4.7806
C 0.1095 0.8793 3.5116
N -0.7015 0.6520 2.4893
C 1.5974 0.8300 3.1606
O 2.4108 0.9431 4.0679
O 1.8221 0.6533 1.9128
H -3.6773 0.9320 3.9573
H -2.1760 1.3675 5.9364
H 0.3193 1.3170 5.5840
S 4.3784 -1.7345 -1.8066
C 3.9513 -0.3801 -2.7654
C 2.8487 0.2541 -2.2691
C 2.2829 -0.3263 -1.0841
C 3.0366 -1.4211 -0.7361
C 2.8287 -2.2438 0.4615
C 3.7548 -3.2008 0.8813
C 3.5381 -3.8863 2.0600
C 2.4101 -3.5965 2.8105
C 1.5317 -2.6464 2.3211
N 1.7109 -2.0044 1.1704
H 4.5437 -0.1089 -3.6273
H 2.4401 1.1396 -2.7443
H 4.6464 -3.3825 0.2967
H 4.2532 -4.6258 2.3992
H 2.2049 -4.0839 3.7529
H 0.6395 -2.3924 2.8769
F -0.1652 5.2722 -0.3639
C -0.8223 4.5677 -1.2825
F -0.0136 4.3571 -2.3159
F -1.8657 5.2819 -1.6975
S -1.3758 2.9739 -0.5436
O -0.1109 2.2946 -0.3063
O -2.1653 3.3370 0.5827
N -2.1989 2.3837 -1.7294
S -2.0028 0.9858 -2.3828
O -3.1909 0.2048 -2.4452
O -0.7522 0.3568 -2.0267
C -1.7089 1.4692 -4.1336
F -2.7896 2.0262 -4.6668
F -1.4101 0.3746 -4.8429
F -0.6934 2.3170 -4.2395
N 1.5366 -2.6687 -4.1661
C 0.5399 -2.0051 -3.3260
C 0.4014 -2.7557 -2.0171
O 0.8558 -4.0070 -2.0697
O -0.0937 -2.3127 -1.0098
H 1.3487 -2.5060 -5.1450
H 1.2814 -4.0774 -2.9548
H 2.4551 -2.2853 -3.9617
H -0.4434 -2.0510 -3.8006
H 0.7493 -0.9640 -3.1057
C -1.6465 -5.1795 -0.1860
N -2.5057 -4.0423 -0.4264
C -3.3125 -3.8540 -1.5374
C -3.9367 -2.6682 -1.3737
N -3.5262 -2.1598 -0.1663
C -2.6214 -2.9828 0.4115
S -1.7821 -2.7426 1.8549
H -2.1855 -5.9649 0.3465
H -0.8042 -4.8440 0.4139
H -1.2816 -5.5580 -1.1383
H -3.3583 -4.5706 -2.3379
H -4.6139 -2.1317 -2.0125
H -3.7770 -1.2473 0.2230

Löwdin atomic charge list, values in e, 4 entries: 1.5779, 0.0370, -0.6380, -0.2059

Record 5
Below is a structure of composition C29H46LuP2, with properties calculated with ωB97M-V with the def2-TZVPD basis set.

Values from the calculation:
Electronic energy (eV): -83004.857
LUMO (spin up / spin down) (Eh): -0.21825 / -0.21843
F_max (eV Å⁻¹): 5.69
Kohn-Sham gap (spin up / spin down) (eV): 3.447 / 3.435
Net charge: +1
Multiplicity: 1

Geometry (Å):
Lu -0.2282 0.0714 0.2307
C -0.8861 -2.1296 1.7688
C 0.3582 -2.4333 1.1450
C 0.6929 -0.6724 2.6014
C -0.6801 -1.0530 2.6781
C 1.3344 -1.5131 1.6430
C -2.1189 -2.9547 1.7254
H -2.0137 -3.8138 1.0506
H -2.9843 -2.3627 1.3960
H -2.3701 -3.3527 2.7237
C -1.6904 -0.6171 3.6750
H -2.2583 -1.4748 4.0618
H -2.4356 0.0692 3.2474
H -1.2207 -0.1144 4.5287
C 1.3964 0.2976 3.4791
H 0.8790 0.4120 4.4355
H 1.4502 1.2886 3.0195
H 2.4257 -0.0262 3.6687
C 2.7980 -1.5529 1.3922
H 3.3556 -1.8109 2.3071
H 3.1787 -0.5673 1.0510
H 3.0715 -2.2894 0.6253
C 0.6361 -3.7045 0.4285
H 0.6000 -4.5581 1.1234
H 1.6311 -3.7034 -0.0245
H -0.0998 -3.8952 -0.3627
C -1.8517 0.8506 -1.4319
C -2.2263 -0.0326 -2.6479
C -1.2325 -0.6382 -3.6260
C 0.0860 -1.2839 -3.1864
C 0.4695 -1.1386 -1.6674
C 1.2204 0.1270 -1.3244
C 0.8027 1.3903 -2.0095
C -0.6362 1.8629 -1.7400
H -0.9926 0.1415 -4.3649
H 0.9136 -0.8746 -3.7808
H -1.7959 -1.3986 -4.1856
H -0.9821 2.3881 -2.6458
H -2.6247 1.6457 -1.3301
H -2.9704 0.5007 -3.2637
H -0.6424 2.6494 -0.9702
H 1.4849 2.2041 -1.7072
H 2.2951 -0.0009 -1.1754
H 0.9504 1.3201 -3.1007
H 0.0539 -2.3638 -3.4202
H 1.1319 -1.9890 -1.4465
P -3.3380 -1.0898 -1.6338
C -5.0435 -0.6176 -1.7478
C -2.9373 -2.8150 -1.7614
P 4.6694 1.0972 0.2186
C -2.3567 -0.1974 -0.3901
C 5.5172 0.1760 -1.1208
C 4.5511 2.6660 -0.7172
H -5.2593 0.3344 -1.2333
H -5.6566 -1.4108 -1.2917
H -5.3207 -0.5171 -2.8101
H -1.9831 -2.9978 -2.2739
H -3.7336 -3.3029 -2.3462
H -2.8944 -3.2895 -0.7730
H 3.9881 2.5678 -1.6602
H 5.5932 2.9789 -0.9114
H 4.0590 3.4268 -0.0853
H -2.8430 0.1805 0.5295
H -0.4901 -1.4116 -1.1148
H 6.2128 -0.5069 -0.6051
H 6.0916 0.8480 -1.7795
H 4.8065 -0.4370 -1.6997
C -0.4108 4.8781 2.1800
C -1.1446 3.8283 2.7398
C -0.8938 2.5042 2.3211
C 0.0402 2.2602 1.3344
C 0.8901 3.2688 0.8926
C 0.6181 4.6011 1.2675
H -0.6267 5.9088 2.4720
H -1.9064 4.0055 3.5025
H -1.4470 1.6951 2.8150
H 1.7534 3.0565 0.2449
H 1.2192 5.4115 0.8432

Löwdin atomic charge list, values in e, 4 entries: 1.4898, -0.2825, -0.3011, -0.2890

Record 6
Below is an isolated molecule of C4H9NO2, with properties calculated with ωB97M-V with the def2-TZVPD basis set.

Values from the calculation:
Electronic energy (eV): -9878.619
LUMO (Eh): 0.02280
F_max (eV Å⁻¹): 1.29
Kohn-Sham gap (eV): 9.978
Multiplicity: 1

Geometry (Å):
C -0.5381 0.6249 1.4922
N -0.4841 -0.3073 0.5140
C -0.1108 -1.6598 0.8509
C -0.5856 0.0599 -0.8999
C 0.7098 -0.0904 -1.6895
O 1.1205 1.1108 -2.3062
O -0.3215 0.4256 2.6691
H -0.8132 1.6230 1.1286
H 0.9332 -1.8397 0.6130
H -0.2762 -1.8052 1.9100
H -0.7493 -2.3580 0.3061
H -0.9200 1.0953 -0.9085
H -1.4341 -0.4820 -1.3182
H 1.5388 -0.4151 -1.0649
H 0.5792 -0.9062 -2.4216
H 0.6551 1.2524 -3.1348

Löwdin atomic charge list, values in e, 4 entries: -0.3383, -0.1560, -0.0381, -0.1430

The records above give, respectively, ΔE to the lowest compared entry with this formula, charge and spin values of 18.91 35.19 71.01 8.45 156.76 33.24 kcal/mol.